The following is a quantum chemistry calculation of a cluster of 11 separate species, C22H66O11 in total at a distorted geometry, from the Open Molecules 2025 dataset.

Results
* spin multiplicity: 2
* molar mass: 506.8 g mol⁻¹
* E_LUMO (alpha / beta): 0.062 / 0.059 hartree
* total charge: -1
* energy: -46401.6363 eV
* energy relative to the best compared isomer or geometry (same formula, charge and spin): 48.9 kcal per mole
* HOMO energy (alpha / beta): 0.528 / -6.654 eV

Last column: Mulliken charge in e.
Element x y z (Å)
1 O 14.119010 9.342560 12.815940  -0.542
2 O 14.197300 3.941420 10.769420  -0.334
3 O 10.570120 3.982290 14.659250  -0.155
4 O 12.470350 1.380270 10.031460  -0.455
5 O 17.962340 7.651320 9.891560  -0.452
6 O 11.715980 -0.118840 12.049150  -0.641
7 O 16.045140 2.143290 11.547860  -0.909
8 O 9.905050 8.122090 12.827920  -0.418
9 O 18.951580 3.374720 11.340870  2.429
10 O 18.300140 1.536470 7.932510  -0.002
11 O 11.141220 6.885690 15.172350  -0.413
12 C 15.779120 0.356480 13.153670  -1.446
13 C 11.338900 1.789740 9.280960  -0.169
14 C 16.266880 2.536420 7.096400  -1.307
15 C 9.275190 3.498480 14.914350  -0.173
16 C 10.450530 0.570150 8.908930  -1.243
17 C 16.011000 0.762170 11.729510  -0.372
18 C 10.215920 7.797540 10.553000  -0.922
19 C 16.347060 6.249450 9.126480  -0.731
20 C 11.450190 6.097120 17.458650  -1.126
21 C 11.139280 0.584990 14.264280  -1.400
22 C 17.205930 2.387940 8.274360  0.728
23 C 13.948770 4.560800 12.000930  0.058
24 C 9.398640 7.347820 11.772870  -0.170
25 C 12.571310 10.792570 13.917540  -1.386
26 C 11.690620 0.988030 12.869060  1.232
27 C 18.230530 4.562650 13.267720  -0.686
28 C 17.277480 6.499020 10.347310  -0.189
29 C 9.080790 3.264940 16.372340  -1.296
30 C 10.876500 7.190680 16.525660  -0.289
31 C 12.722390 9.550510 13.052130  0.751
32 C 12.549870 5.263540 12.067050  -0.222
33 C 19.430260 4.293480 12.407290  -0.924
34 H 12.526740 6.237200 17.556200  0.401
35 H 16.969130 2.910370 6.351340  0.349
36 H 13.855140 3.734310 12.705380  0.105
37 H 10.847070 2.601080 9.817560  0.209
38 H 11.852120 4.711080 11.437740  0.213
39 H 9.656690 0.825660 8.207060  0.421
40 H 11.450700 -0.411750 14.576730  0.440
41 H 9.969820 0.071960 9.750850  0.272
42 H 8.336490 7.572680 11.676010  0.340
43 H 16.867510 0.306160 11.232990  0.377
44 H 15.054930 3.510440 10.787500  0.208
45 H 13.391860 11.468100 13.675740  0.348
46 H 14.517940 9.006080 13.621690  0.305
47 H 9.807800 7.452240 9.603090  0.380
48 H 12.610020 10.731980 15.005170  0.334
49 H 17.420230 8.427140 10.052270  0.315
50 H 16.912610 2.459170 11.811140  -0.129
51 H 10.797980 7.515510 14.534300  0.172
52 H 18.421630 5.333890 14.013890  0.432
53 H 10.699530 4.929690 14.744630  -0.002
54 H 9.581830 9.012620 12.672710  0.232
55 H 20.179170 3.710010 12.942850  0.406
56 H 13.067460 2.111880 10.204090  0.180
57 H 19.907370 5.225200 12.103370  0.509
58 H 11.631520 11.342310 13.865870  0.382
59 H 17.946260 5.638310 10.346410  -0.044
60 H 11.101420 -0.059330 8.302140  0.285
61 H 15.131180 0.562210 11.117920  0.166
62 H 15.427850 -0.663670 13.308600  0.436
63 H 8.848670 4.197640 16.886430  0.342
64 H 11.120360 1.800920 12.419490  -0.099
65 H 12.306380 9.648330 12.049400  0.051
66 H 10.266200 8.879160 10.427870  0.331
67 H 12.208070 0.192920 11.286100  0.471
68 H 11.508140 1.303150 14.996600  0.242
69 H 10.014610 2.925760 16.820700  0.282
70 H 17.497330 4.942100 12.556000  -0.207
71 H 14.962530 0.807570 13.717400  0.206
72 H 16.692650 6.581850 11.263390  0.114
73 H 11.182780 5.098600 17.112910  0.096
74 H 12.690020 1.419850 12.922420  -0.437
75 H 12.362590 8.582920 13.402000  -0.202
76 H 14.766690 5.196830 12.339430  0.158
77 H 11.218910 7.379620 10.639230  0.123
78 H 17.584820 3.302250 8.731060  -0.556
79 H 9.548880 6.275220 11.895540  0.139
80 H 16.803370 5.989600 8.171300  0.288
81 H 12.003120 5.079940 12.991960  -0.022
82 H 16.700080 1.886600 9.099510  -0.316
83 H 19.708680 3.013370 10.874160  -1.319
84 H 11.468230 8.028740 16.893910  0.270
85 H 11.098300 6.272290 18.475310  0.381
86 H 8.270990 2.576610 16.614270  0.377
87 H 15.868940 1.584890 6.743780  0.364
88 H 15.490090 6.920380 9.066840  0.401
89 H 10.049280 0.588120 14.262740  0.335
90 H 9.188660 2.504360 14.475780  0.277
91 H 9.795120 7.262460 16.642130  0.337
92 H 15.416980 3.204690 7.234900  0.352
93 H 17.719900 3.659430 13.601720  0.160
94 H 18.985650 1.711510 8.581380  0.131
95 H 15.823010 5.325800 9.372130  -0.027
96 H 16.680880 0.537930 13.738480  0.417
97 H 12.540170 6.315730 11.782590  -0.049
98 H 8.470000 4.143930 14.563420  0.336
99 H 11.751650 2.302200 8.411970  0.386

Atoms 1-3, force components in eV/Å:
O 0.33 0.08 -0.30
O -0.86 0.77 -1.37
O 0.41 -0.57 -0.64